# C8H20Br2N2O5

A 4-piece molecular cluster, C8H20Br2N2O5 overall in a non-equilibrium geometry (wB97M-V/def2-TZVPD, OMol25).

**LUMO energy**: 0.054 eV
**HOMO level**: -9.93 eV
**Total charge**: 0
**SMILES string**: C[N+](=O)[O-].C[N+](=O)[O-].BrCCBr.CCOCC

Each atom is followed by the atoms it is bonded to, with distances in Å.
CARTESIAN COORDINATES (ANGSTROEM)
1 C -1.304 0.290 1.058  N2 1.496, H5 1.082, H6 1.088, H7 1.085
2 N -2.516 1.012 0.560  C1 1.496, O3 1.210, O4 1.204
3 O -3.415 1.154 1.357  N2 1.210
4 O -2.523 1.402 -0.579  N2 1.204
5 H -1.678 -0.569 1.598  C1 1.082
6 H -0.742 0.960 1.705  C1 1.088
7 H -0.670 0.104 0.196  C1 1.085
8 C 3.964 -0.521 0.085  N9 1.499, H12 1.083, H13 1.086, H14 1.084
9 N 2.984 0.464 -0.475  C8 1.499, O10 1.196, O11 1.201
10 O 3.372 1.225 -1.312  N9 1.196
11 O 1.866 0.401 -0.040  N9 1.201
12 H 4.970 -0.287 -0.242  C8 1.083
13 H 3.637 -1.480 -0.306  C8 1.086
14 H 3.875 -0.464 1.164  C8 1.084
15 Br -4.805 5.679 3.255  C16 1.931
16 C -3.991 3.930 3.353  Br15 1.931, C17 1.521, H19 1.088, H20 1.087
17 C -2.844 3.909 4.352  C16 1.521, Br18 1.930, H21 1.087, H22 1.088
18 Br -2.010 2.172 4.450  C17 1.930
19 H -3.626 3.693 2.356  C16 1.088
20 H -4.746 3.185 3.590  C16 1.087
21 H -3.195 4.216 5.334  C17 1.087
22 H -2.097 4.630 4.028  C17 1.088
23 C 2.934 -2.762 -3.588  C24 1.507, H28 1.093, H29 1.090, H30 1.094
24 C 1.934 -2.011 -2.747  C23 1.507, O25 1.420, H31 1.096, H32 1.096
25 O 0.621 -2.351 -3.167  C24 1.420, C26 1.423
26 C -0.377 -1.865 -2.277  O25 1.423, C27 1.521, H33 1.097, H34 1.089
27 C -0.460 -2.647 -0.976  C26 1.521, H35 1.092, H36 1.097, H37 1.089
28 H 2.782 -3.843 -3.533  C23 1.093
29 H 2.933 -2.522 -4.651  C23 1.090
30 H 3.954 -2.598 -3.226  C23 1.094
31 H 2.051 -2.318 -1.702  C24 1.096
32 H 2.063 -0.926 -2.835  C24 1.096
33 H -0.209 -0.794 -2.108  C26 1.097
34 H -1.308 -1.960 -2.834  C26 1.089
35 H -1.371 -2.365 -0.444  C27 1.092
36 H 0.334 -2.422 -0.253  C27 1.097
37 H -0.389 -3.721 -1.145  C27 1.089

Results of the Löwdin charge analysis, in e, for atoms 1 through 5: number 1, C, carries 0.034; number 2, N, carries -0.450; number 3, O, carries 0.029; number 4, O, carries 0.079; number 5, H, carries 0.101



# C8H20Br4O2S2

A 4-piece molecular cluster, C8H20Br4O2S2 overall in a non-equilibrium geometry (wB97M-V/def2-TZVPD, OMol25).

**LUMO energy**: 0.376 eV
**HOMO level**: -8.60 eV
**Total charge**: 0

Each atom is followed by the atoms it is bonded to, with distances in Å.
CARTESIAN COORDINATES (ANGSTROEM)
1 C -1.524 1.010 -7.558  S2 1.829, H5 1.087, H6 1.087, H7 1.090
2 S -3.321 0.871 -7.244  C1 1.829, O3 1.506, C4 1.833
3 O -4.003 0.354 -8.484  S2 1.506
4 C -3.347 -0.525 -6.057  S2 1.833, H8 1.090, H9 1.089, H10 1.086
5 H -1.266 1.845 -6.912  C1 1.087
6 H -1.326 1.224 -8.605  C1 1.087
7 H -0.961 0.118 -7.286  C1 1.090
8 H -3.987 -0.253 -5.218  C4 1.090
9 H -2.320 -0.642 -5.714  C4 1.089
10 H -3.767 -1.425 -6.496  C4 1.086
11 C -2.630 4.293 -9.532  S12 1.836, H15 1.088, H16 1.091, H17 1.087
12 S -1.576 3.523 -10.823  C11 1.836, O13 1.500, C14 1.814
13 O -0.495 2.695 -10.193  S12 1.500
14 C -2.834 2.325 -11.346  S12 1.814, H18 1.088, H19 1.091, H20 1.091
15 H -2.137 5.159 -9.097  C11 1.088
16 H -2.821 3.573 -8.735  C11 1.091
17 H -3.560 4.554 -10.032  C11 1.087
18 H -3.102 1.638 -10.545  C14 1.088
19 H -2.373 1.854 -12.214  C14 1.091
20 H -3.698 2.866 -11.736  C14 1.091
21 Br -2.740 3.056 -4.424  C22 1.985
22 C -2.247 4.896 -4.983  Br21 1.985, C23 1.518, H25 1.088, H26 1.084
23 C -1.031 4.889 -5.892  C22 1.518, Br24 1.953, H27 1.089, H28 1.089
24 Br -0.521 6.690 -6.449  C23 1.953
25 H -1.926 5.455 -4.107  C22 1.088
26 H -3.129 5.354 -5.415  C22 1.084
27 H -1.151 4.269 -6.778  C23 1.089
28 H -0.192 4.422 -5.379  C23 1.089
29 Br 1.470 2.633 -7.344  C30 1.940
30 C 2.890 1.731 -8.309  Br29 1.940, C31 1.509, H33 1.087, H34 1.090
31 C 2.279 0.592 -9.086  C30 1.509, Br32 1.993, H35 1.096, H36 1.091
32 Br 2.118 -1.012 -7.915  C31 1.993
33 H 3.642 1.426 -7.586  C30 1.087
34 H 3.446 2.399 -8.968  C30 1.090
35 H 2.873 0.375 -9.982  C31 1.096
36 H 1.339 0.834 -9.584  C31 1.091

Results of the Löwdin charge analysis, in e, for atoms 1 through 5: number 1, C, carries -0.294; number 2, S, carries 0.772; number 3, O, carries -0.583; number 4, C, carries -0.240; number 5, H, carries -0.034



# C8H20Cl12O2

A 8-piece molecular cluster, C8H20Cl12O2 overall in a non-equilibrium geometry (wB97M-V/def2-TZVPD, OMol25).

**LUMO energy**: 0.296 eV
**HOMO level**: -10.51 eV
**Total charge**: 0
**SMILES string**: ClCCl.ClCCl.ClCCl.ClCCl.ClCCl.ClCCl.CO.CO

Each atom is followed by the atoms it is bonded to, with distances in Å.
CARTESIAN COORDINATES (ANGSTROEM)
1 Cl 0.041 1.926 -2.548  C2 1.796
2 C -0.989 0.735 -3.413  Cl1 1.796, Cl3 1.757, H4 1.052, H5 1.083
3 Cl -2.094 1.453 -4.575  C2 1.757
4 H -0.365 -0.012 -3.812  C2 1.052
5 H -1.594 0.244 -2.662  C2 1.083
6 Cl 0.343 -4.402 -1.140  C7 1.776
7 C 0.416 -3.002 -2.232  Cl6 1.776, Cl8 1.778, H9 1.064, H10 1.099
8 Cl -0.805 -3.089 -3.521  C7 1.778
9 H 0.117 -2.171 -1.637  C7 1.064
10 H 1.445 -2.978 -2.616  C7 1.099
11 Cl -5.203 -2.870 1.048  C12 1.757
12 C -3.977 -1.798 0.388  Cl11 1.757, Cl13 1.773, H14 1.113, H15 1.081
13 Cl -4.225 -1.329 -1.305  C12 1.773
14 H -4.066 -0.889 1.024  C12 1.113
15 H -3.043 -2.302 0.591  C12 1.081
16 Cl -5.136 3.754 0.149  C17 1.769
17 C -4.241 2.287 -0.274  Cl16 1.769, Cl18 1.774, H19 1.114, H20 1.100
18 Cl -2.994 1.812 0.895  C17 1.774
19 H -4.885 1.379 -0.306  C17 1.114
20 H -3.769 2.445 -1.254  C17 1.100
21 Cl 3.309 -5.050 1.092  C22 1.797
22 C 1.620 -5.045 1.703  Cl21 1.797, Cl23 1.789, H24 1.066, H25 1.113
23 Cl 0.697 -6.571 1.559  C22 1.789
24 H 1.650 -4.828 2.747  C22 1.066
25 H 1.119 -4.162 1.245  C22 1.113
26 Cl 3.304 -0.862 -0.684  C27 1.788
27 C 2.207 -0.123 0.519  Cl26 1.788, Cl28 1.808, H29 1.111, H30 1.105
28 Cl 0.477 -0.644 0.443  C27 1.808
29 H 2.626 -0.395 1.511  C27 1.111
30 H 2.336 0.966 0.392  C27 1.105
31 C 4.347 3.001 0.223  O32 1.387, H33 1.080, H34 1.106, H35 1.120
32 O 2.970 2.864 0.327  C31 1.387, H36 0.953
33 H 4.786 2.699 1.162  C31 1.080
34 H 4.666 2.243 -0.517  C31 1.106
35 H 4.599 4.038 -0.117  C31 1.120
36 H 2.595 3.530 0.896  O32 0.953
37 C 0.233 2.488 2.516  O38 1.452, H39 1.084, H40 1.086, H41 1.082
38 O 0.900 3.734 2.183  C37 1.452, H42 0.933
39 H -0.838 2.652 2.557  C37 1.084
40 H 0.326 1.642 1.841  C37 1.086
41 H 0.750 2.142 3.401  C37 1.082
42 H 0.346 4.485 2.200  O38 0.933

Results of the Löwdin charge analysis, in e, for atoms 1 through 5: number 1, Cl, carries 0.491; number 2, C, carries -1.034; number 3, Cl, carries 0.527; number 4, H, carries -0.011; number 5, H, carries -0.008



Across the entries above, DFT total energy takes the values -161917.017; -314553.980; -162983.115 eV, respectively.